{
  "formula": "C3H2Cl2FNO",
  "method": "ωB97M-V/def2-TZVPD",
  "symbols": ["C", "C", "C", "H", "H", "N", "O", "F", "Cl", "Cl"],
  "xyz": [[-1.63239, -0.53915, -0.09358], [-0.29818, 0.22237, -0.07793], [0.81399, -0.53139, 0.01811], [-2.61830, 1.08311, 0.90001], [-3.55735, -0.33324, 0.67554], [-2.69771, 0.15630, 0.54444], [-1.64800, -1.61007, -0.65417], [0.74720, -1.81003, 0.27159], [-0.19526, 1.91598, -0.16816], [2.44339, -0.00916, 0.06950]],
  "forces_ev_per_angstrom": [[-0.19, 1.81, 0.33], [0.33, -1.36, 0.10], [-0.29, 0.89, 0.49], [0.35, 0.28, 0.10], [-0.32, -0.16, -0.10], [1.66, -1.95, -1.31], [-1.10, 0.47, 0.74], [-0.02, -0.76, -0.13], [-0.15, 0.47, -0.05], [-0.25, 0.31, -0.17]],
  "smiles": "NC(=O)/C(Cl)=C(\\F)Cl",
  "total_energy_ev": -34442.7955,
  "homo_energy_ev": -9.6,
  "spin_multiplicity": 1,
  "orbital_gap_ev": 10.16,
  "relative_energy_kcal_mol": 6.2
}